Density functional theory data (ωB97M-V/def2-TZVPD) for a cluster of 8 separate species, C41H61Br2F7N2O11S2 in total.

Results
LUMO: -2.214 eV
F_max: 0.1525 Eh/bohr
gap between HOMO and LUMO: 0.24565 Ha
energy relative to the best compared isomer or geometry (same formula, charge and spin): 591.54 kJ/mol
E_tot: -249775.7595 eV

Cartesian coordinates (Å):
C: -2.8534 3.9348 -0.8516
C: -2.6476 2.4346 -1.3721
Br: -4.2643 1.5234 -2.0715
C: -1.4069 1.7486 -1.3733
Br: -1.3172 -0.0804 -2.1005
C: -0.0927 2.4237 -0.8163
C: 0.6225 1.8894 0.2964
N: 0.1069 0.6495 0.8886
C: -0.1586 0.8178 2.1619
S: -0.0101 0.6281 3.8096
C: 1.9290 2.6585 0.7534
O: 2.5641 2.2078 1.7418
C: 2.4743 3.9509 -0.0371
N: 3.7087 4.5566 0.4370
C: 1.7776 4.4828 -1.1584
S: 2.3024 5.9233 -2.1683
O: 1.2599 7.0041 -1.9377
O: 3.6242 6.5194 -1.7878
C: 2.3190 5.6124 -4.0112
F: 3.2201 6.5549 -4.5886
F: 1.0503 5.9354 -4.5599
C: 2.7354 4.1329 -4.4639
F: 2.9909 4.2125 -5.8712
F: 1.7271 3.1660 -4.3136
C: 4.0828 3.5635 -3.8070
F: 5.0382 4.5305 -3.4939
F: 3.8295 2.6904 -2.7140
F: 4.6848 2.7288 -4.7956
C: 0.4047 3.7441 -1.5419
O: -0.2603 4.2896 -2.4662
H: -2.7603 4.6420 -1.7545
H: -3.8807 4.0653 -0.3806
H: -2.0603 4.2139 -0.0854
H: 3.9520 4.2380 1.3875
H: 3.5065 5.5710 0.5549
C: -6.9090 5.9717 -3.3269
C: -6.0154 5.3713 -4.3892
C: -4.9853 4.6347 -3.5556
O: -5.6451 4.2209 -2.3500
C: -6.9137 4.8857 -2.2690
H: -7.9092 6.2224 -3.6842
H: -6.4500 6.8817 -2.9266
H: -6.5856 4.6585 -4.9938
H: -5.5720 6.1092 -5.0596
H: -4.1563 5.2932 -3.2756
H: -4.5776 3.7610 -4.0690
H: -7.6943 4.1428 -2.4666
H: -7.0572 5.2820 -1.2612
C: 1.4448 -4.8218 -1.9403
C: 2.6084 -4.2699 -1.1531
C: 2.2668 -2.7951 -1.0739
O: 0.8354 -2.7007 -1.0797
C: 0.2909 -3.9810 -1.4309
H: 1.2874 -5.8917 -1.7979
H: 1.5987 -4.6368 -3.0091
H: 2.6161 -4.7061 -0.1490
H: 3.5798 -4.4576 -1.6144
H: 2.6424 -2.2524 -1.9485
H: 2.6628 -2.3200 -0.1731
H: -0.1494 -4.4170 -0.5273
H: -0.4980 -3.8541 -2.1762
C: 3.4738 -9.7997 -0.0074
C: 4.0905 -8.8819 1.0245
C: 3.9161 -7.5207 0.3799
O: 2.7272 -7.5892 -0.4200
C: 2.3226 -8.9612 -0.5269
H: 3.1520 -10.7613 0.3958
H: 4.1916 -9.9888 -0.8123
H: 3.5159 -8.9310 1.9552
H: 5.1317 -9.1144 1.2538
H: 4.7542 -7.2850 -0.2846
H: 3.8182 -6.7183 1.1148
H: 1.4255 -9.0947 0.0876
H: 2.0710 -9.1903 -1.5648
C: -3.5822 -2.7233 6.6447
C: -2.4408 -3.4303 5.9489
C: -1.9233 -2.3518 5.0177
O: -2.1732 -1.0933 5.6600
C: -3.0454 -1.3117 6.7778
H: -3.8545 -3.1672 7.6039
H: -4.4679 -2.7272 6.0013
H: -1.6688 -3.6960 6.6789
H: -2.7407 -4.3387 5.4238
H: -2.4646 -2.3555 4.0655
H: -0.8550 -2.4531 4.8114
H: -2.4533 -1.1965 7.6926
H: -3.8373 -0.5594 6.7787
C: 5.1068 -2.2101 -5.7315
C: 4.5589 -3.6143 -5.5983
C: 5.5368 -4.2426 -4.6248
O: 6.0073 -3.1906 -3.7721
C: 5.6026 -1.9311 -4.3260
H: 4.3708 -1.4818 -6.0757
H: 5.9479 -2.2048 -6.4327
H: 3.5583 -3.5814 -5.1543
H: 4.4943 -4.1532 -6.5450
H: 6.4028 -4.6637 -5.1467
H: 5.0788 -5.0287 -4.0195
H: 4.8019 -1.5292 -3.6954
H: 6.4432 -1.2342 -4.3075
C: -6.9519 -2.3029 2.2332
C: -7.5104 -3.7009 2.3799
C: -6.5426 -4.3253 3.3660
O: -6.0685 -3.2665 4.2097
C: -6.4617 -2.0107 3.6376
H: -7.6808 -1.5735 1.8765
H: -6.1072 -2.3119 1.5367
H: -8.5129 -3.6557 2.8178
H: -7.5737 -4.2502 1.4391
H: -5.6771 -4.7587 2.8535
H: -7.0094 -5.1007 3.9777
H: -7.2625 -1.5956 4.2592
H: -5.6159 -1.3194 3.6517
C: 1.8322 6.9100 4.9957
C: 2.6678 5.7743 5.5449
C: 3.0559 5.0292 4.2829
O: 3.1285 6.0039 3.2314
C: 2.5489 7.2308 3.6988
H: 1.7619 7.7680 5.6661
H: 0.8178 6.5560 4.7847
H: 3.5625 6.1745 6.0327
H: 2.1390 5.1468 6.2640
H: 2.2941 4.2927 4.0056
H: 4.0168 4.5177 4.3764
H: 3.3629 7.9452 3.8615
H: 1.8785 7.6345 2.9370